# C7H19AgCl2NO9P

C7H19AgCl2NO9P as an isolated structure in a non-equilibrium geometry (the ωB97M-V functional and the def2-TZVPD basis, OMol25).

E, eV: -65818.3552
Total charge: -2
Highest occupied orbital energy, eV: -1.757
Energy relative to the best compared isomer or geometry (same formula, charge and spin), kJ/mol: 0.0
E_LUMO, eV: 4.1
Maximum force, eV/Å: 1.73

Geometry as XYZ:
```
40
Properties=species:S:1:pos:R:3:forces:R:3
Ag 0.909 0.581 3.580 -0.3265 0.0795 0.7831
Cl 0.258 -0.724 5.827 0.0781 -0.0746 -0.2888
Cl -0.830 2.682 3.793 0.0926 -0.1531 -0.3031
N 4.134 0.317 1.960 -1.1025 -0.8475 -1.0222
O 4.745 -0.776 1.866 0.2386 0.6870 0.2290
O 3.285 0.467 2.871 0.2780 0.1386 0.4980
O 4.246 1.194 1.083 0.5447 0.0341 0.3068
C -1.970 -3.010 2.213 0.0023 -0.0557 0.1877
O -2.342 -1.885 1.405 -0.3170 -0.3071 -0.0766
P -1.190 -1.010 0.754 -0.3506 0.3138 -0.4196
O -0.126 -0.652 1.654 0.9665 -0.2036 0.5071
O -0.729 -1.818 -0.535 0.2599 0.0970 0.0660
C -1.544 -2.782 -1.171 0.0093 -0.0417 -0.1213
O -1.984 0.199 0.137 -0.4081 -0.4210 -0.4319
C -2.781 0.997 1.021 0.0353 0.4631 0.4083
H -2.462 -3.896 1.807 0.0048 0.0393 -0.0130
H -2.305 -2.835 3.233 0.0363 0.0574 0.0036
H -0.890 -3.161 2.232 -0.0049 0.0878 -0.0037
H -2.604 -2.551 -1.067 -0.0334 -0.0322 0.0076
H -1.333 -3.771 -0.758 -0.1036 0.0131 0.0413
H -1.276 -2.792 -2.227 -0.0120 0.0508 -0.0111
H -3.798 0.605 1.068 0.0187 -0.0688 -0.0688
H -2.779 2.007 0.617 -0.0612 -0.0147 -0.0161
H -2.347 1.052 2.024 0.0612 0.0194 -0.0260
C 0.819 2.062 0.600 -0.6426 0.0510 0.7305
O 1.028 1.304 -0.561 0.1436 -0.1579 -0.3827
C 0.371 1.871 -1.654 -0.3118 0.7896 0.9235
C 0.571 1.012 -2.842 -0.2418 -0.7311 -0.1838
O 1.832 1.269 -3.401 0.0889 0.5243 -0.1320
C 2.077 0.470 -4.504 0.2838 -0.1659 -0.4455
H -0.259 2.126 0.820 0.1344 0.1761 -0.0672
H 1.216 3.080 0.516 0.1601 -0.0691 -0.0196
H 1.248 1.548 1.461 0.3631 0.1637 -0.4009
H 0.744 2.896 -1.843 0.0926 -0.1856 -0.1245
H -0.702 2.005 -1.413 0.0852 -0.2733 -0.1859
H -0.231 1.169 -3.582 0.1245 0.1415 -0.0816
H 0.522 -0.043 -2.532 -0.0926 0.0726 0.0688
H 2.274 -0.570 -4.212 -0.1476 -0.0359 -0.0809
H 2.961 0.853 -5.016 0.0441 -0.0130 0.0831
H 1.241 0.509 -5.222 0.0098 -0.1478 0.0621
```
Forces are in eV/Å.

Results of the natural (NBO) charge analysis, in e, for atoms 1 through 6: atom 1 (Ag): 0.874, atom 2 (Cl): -0.938, atom 3 (Cl): -0.938, atom 4 (N): 0.714, atom 5 (O): -0.558, atom 6 (O): -0.595